16
Properties=species:S:1:pos:R:3:forces:R:3:nbo_charge:R:1 method="wB97M-V/def2-TZVPD" smiles="O=[Si](F)c1ccccc1.F" total_energy_ha=-796.7567 homo_ev=-10.3 spin_multiplicity=1 e_lumo_ev=-0.244
Si 0.056 0.804 -2.711 -1.213 0.185 0.806 2.28
F 2.775 1.371 -3.571 -1.851 -1.377 -1.579 -0.63
F -0.986 2.022 -2.679 0.499 -0.318 0.190 -0.64
O 0.485 0.385 -4.111 0.626 -0.363 0.223 -1.22
C 0.371 -0.173 1.401 1.843 -0.503 1.484 -0.20
C -0.866 -0.715 1.652 0.081 1.162 -1.910 -0.18
C -1.796 -0.719 0.630 0.956 0.193 -0.609 -0.20
C -0.107 0.110 -0.929 -1.257 -0.023 -1.434 -0.52
C 0.789 0.167 0.106 0.236 -0.229 1.002 -0.20
C -1.439 -0.332 -0.621 2.585 0.901 0.260 -0.19
H 1.138 -0.097 2.254 -1.272 -0.183 -1.459 0.22
H -1.181 -1.085 2.546 -0.368 -0.697 2.676 0.22
H -2.212 -0.375 -1.298 -1.303 0.182 -1.989 0.21
H 1.840 0.377 0.014 0.105 0.468 -0.437 0.23
H -2.812 -0.961 0.670 -1.268 -0.769 0.955 0.22
H 2.063 0.871 -4.148 1.599 1.373 1.821 0.59

---

19
Properties=species:S:1:pos:R:3:forces:R:3:nbo_charge:R:1 method="wB97M-V/def2-TZVPD" total_energy_ha=-1135.0239 homo_ev="-6.2 / -9.9" s_squared=2.028 spin_multiplicity=3 e_lumo_ev="0.437 / -2.693"
S 0.384 0.042 -2.160 2.061 0.345 0.134 2.26
F -0.717 2.035 3.463 -1.167 -0.766 0.522 -0.31
F -2.660 -0.002 3.478 0.253 0.549 0.361 -0.27
F -1.766 -0.947 1.774 0.451 0.632 0.213 -0.28
O -0.784 0.842 -2.057 -0.993 0.916 0.041 -0.94
O 1.697 0.731 -2.192 -2.171 -1.467 -0.312 -0.94
N 0.302 -0.934 -3.492 -0.310 -0.221 -1.185 -1.10
C -0.670 0.994 2.594 4.611 2.619 -2.185 0.24
C 1.034 0.524 0.713 0.001 -4.030 -2.413 -0.16
C 0.299 -1.166 -0.868 0.494 0.613 0.327 -0.51
C 0.596 -0.823 0.425 1.499 -0.061 -1.682 -0.21
C -1.687 0.086 2.605 -1.741 -1.907 -0.462 0.70
C 0.491 1.215 1.753 -3.021 2.508 5.151 -0.27
H 1.695 0.846 -0.046 0.295 1.419 -0.418 0.25
H -0.072 -2.108 -1.220 0.254 -0.533 0.147 0.23
H 0.873 -1.623 1.101 -1.220 -0.081 0.613 0.23
H -0.620 -1.453 -3.604 1.629 1.316 0.027 0.41
H 0.676 -0.441 -4.353 -0.826 -0.930 1.489 0.43
H 0.930 2.182 2.086 -0.099 -0.920 -0.369 0.23

---

15
Properties=species:S:1:pos:R:3:forces:R:3:nbo_charge:R:1 method="wB97M-V/def2-TZVPD" e_above_lowest_ev=1.369 total_energy_ha=-684.1339 homo_ev="-12.4 / -12.4" total_charge=+1 spin_multiplicity=1 e_lumo_ev="-5.750 / -5.749"
I 3.834 0.103 -0.555 0.551 -0.827 -0.421 0.25
F 1.866 2.069 0.409 -0.681 -0.926 -0.001 -0.35
N 0.502 0.343 0.036 -2.575 1.841 -1.548 -0.42
C -2.070 -0.560 -0.032 -3.889 1.923 1.336 -0.05
C -1.027 -1.429 -0.033 -2.544 -2.635 -0.455 -0.26
C -1.824 0.816 -0.137 -0.015 -1.481 -0.582 -0.24
C 0.228 -0.977 -0.022 2.597 -0.533 -0.528 0.13
C -0.553 1.279 -0.188 1.271 0.147 1.477 0.07
C 1.708 0.739 0.619 1.490 1.433 1.447 0.40
H -1.400 -2.474 -0.094 1.398 0.485 0.191 0.28
H -0.432 2.385 -0.082 0.792 -1.335 -0.351 0.28
H -2.641 1.474 -0.222 -0.706 0.871 0.039 0.26
H -3.231 -0.809 0.215 3.156 -0.003 -1.018 0.27
H 3.919 -1.330 0.232 -0.048 0.532 -0.189 0.13
H 1.120 -1.630 -0.144 -0.796 0.507 0.602 0.25

---

15
Properties=species:S:1:pos:R:3:forces:R:3:nbo_charge:R:1 method="wB97M-V/def2-TZVPD" total_energy_ha=-2788.1423 homo_ev=-8.2 spin_multiplicity=1 e_lumo_ev=0.312
Se -0.161 2.201 0.512 1.719 0.355 -1.544 0.37
F -3.036 0.683 0.128 0.328 -1.399 0.112 -0.31
N -2.221 -1.504 0.047 -2.736 -0.524 -0.297 -0.51
C -1.214 -2.418 0.073 -0.198 0.925 -0.274 0.00
C -0.278 0.393 0.196 -5.426 -2.368 0.526 -0.29
C -2.114 -0.295 0.165 5.593 3.601 0.034 0.72
C 0.477 -0.704 0.139 0.438 0.031 -0.654 -0.32
C 1.725 2.523 -0.391 -1.593 1.857 2.745 -0.74
C 0.052 -2.070 0.114 -0.365 1.570 0.708 -0.22
H 1.917 2.038 -1.346 -0.120 0.089 0.380 0.24
H 1.508 -0.671 -0.083 1.425 0.774 0.370 0.21
H 0.754 -2.795 0.364 1.400 -1.244 -0.364 0.21
H 2.353 2.390 0.494 0.448 -1.046 -0.781 0.23
H -1.465 -3.411 -0.071 -0.844 -1.826 0.170 0.19
H 1.702 3.641 -0.342 -0.067 -0.794 -1.132 0.23

---

13
Properties=species:S:1:pos:R:3:forces:R:3:nbo_charge:R:1 method="wB97M-V/def2-TZVPD" e_above_lowest_ev=8.853 total_energy_ha=-286.3099 homo_ev="-13.8 / -14.1" total_charge=+1 spin_multiplicity=1 e_lumo_ev="-6.532 / -6.184"
N -0.399 1.338 -0.045 -1.469 -0.674 -1.228 -0.61
C -3.515 -1.114 0.218 0.124 0.035 0.065 0.40
C -2.507 -0.250 0.208 1.130 0.687 -0.313 -0.45
C 1.401 -0.704 -0.858 -0.299 2.522 2.352 -0.40
C -1.725 0.723 -0.011 -0.439 -0.633 -0.002 0.30
C 1.159 -0.727 0.693 2.997 0.062 0.343 -0.49
C 0.877 0.468 0.001 0.023 1.039 -1.324 0.24
H 2.152 -0.642 1.265 -1.407 -0.183 -0.808 0.28
H 2.454 -0.681 -1.158 -0.709 0.001 -0.329 0.27
H -0.483 1.922 0.766 0.704 0.458 1.361 0.47
H 0.540 -1.422 1.156 -1.514 -0.916 0.615 0.26
H -0.537 2.093 -0.782 1.162 -1.291 0.222 0.49
H 0.584 -1.005 -1.454 -0.306 -1.106 -0.953 0.24

---

14
Properties=species:S:1:pos:R:3:forces:R:3:nbo_charge:R:1 method="wB97M-V/def2-TZVPD" e_above_lowest_ev=2.589 smiles="C#CCN/C=C/C#N" total_energy_ha=-341.6274 homo_ev=-8.5 spin_multiplicity=1 e_lumo_ev=0.652
N 1.041 3.731 0.908 -1.100 -1.666 0.725 -0.35
N -0.194 -0.620 0.086 1.210 0.773 -1.751 -0.58
C 0.221 1.370 1.332 -0.430 -2.139 -1.097 -0.47
C 0.134 -1.321 -1.169 0.186 -1.441 1.404 -0.28
C -0.698 -2.543 -1.177 1.281 1.635 -0.537 -0.05
C 0.585 2.692 1.199 1.873 3.334 -0.366 0.26
C -1.443 -3.461 -1.214 -1.207 -2.191 0.083 -0.20
C 0.363 0.613 0.210 -1.323 -0.215 2.420 0.12
H -0.099 -0.713 -2.038 -0.025 0.180 -0.001 0.23
H -0.270 0.867 2.145 -0.170 0.630 0.616 0.23
H -2.028 -4.376 -1.219 0.337 0.793 -0.017 0.25
H 1.232 -1.584 -1.173 -1.054 0.142 -0.211 0.22
H -0.644 -1.096 0.847 0.025 -0.021 -0.066 0.41
H 0.895 1.022 -0.600 0.396 0.186 -1.201 0.21

---

14
Properties=species:S:1:pos:R:3:forces:R:3:nbo_charge:R:1 method="wB97M-V/def2-TZVPD" e_above_lowest_ev=5.988 total_energy_ha=-341.5025 homo_ev=-9.0 spin_multiplicity=1 e_lumo_ev=-1.512
N 0.179 -0.738 0.020 -0.474 1.805 -0.518 -0.53
N 2.542 -1.271 -0.193 -3.096 -0.257 0.106 -0.57
C -0.366 0.491 -0.090 -0.918 -3.197 0.009 0.22
C 1.473 -0.549 0.159 5.690 0.017 -0.289 0.36
C 0.557 1.618 -0.104 1.863 -0.674 2.432 -0.27
C 1.781 0.947 0.524 -1.528 3.766 -5.477 -0.17
C -2.289 -0.990 0.174 -0.155 0.944 2.185 -0.31
C -1.839 0.364 -0.121 -1.505 -2.511 -0.412 -0.31
H -2.398 1.292 -0.535 0.363 -2.073 1.113 0.23
H 2.802 1.521 0.241 -2.177 -1.705 1.468 0.24
H -3.453 -1.344 0.434 3.216 1.393 -1.302 0.22
H -1.373 -1.869 0.601 -3.328 3.217 -1.743 0.28
H 0.128 2.731 -0.403 1.821 -3.013 1.123 0.26
H 2.257 -2.203 -0.708 0.228 2.289 1.305 0.35

---

14
Properties=species:S:1:pos:R:3:forces:R:3:nbo_charge:R:1 method="wB97M-V/def2-TZVPD" e_above_lowest_ev=3.675 smiles=Nc1cccc2c1N2 total_energy_ha=-341.5875 homo_ev=-7.5 spin_multiplicity=1 e_lumo_ev=0.905
N 0.361 2.332 0.134 1.126 1.388 0.955 -0.54
N -1.512 -0.399 1.743 -1.555 0.867 1.020 -0.80
C 0.840 1.222 -0.619 -1.465 -0.864 2.183 0.14
C 0.014 0.958 0.438 -0.443 -2.018 -1.145 0.03
C 1.270 0.317 -1.484 1.633 -2.733 -1.336 -0.30
C 0.029 -1.284 -0.016 0.551 2.039 -0.837 -0.26
C -0.606 -0.273 0.750 2.277 3.103 -0.289 0.15
C 0.885 -1.026 -1.084 -1.692 1.305 1.267 -0.18
H 0.895 -1.939 -1.612 1.460 -0.535 -1.326 0.21
H -0.303 2.841 -0.395 -1.192 0.718 -0.556 0.35
H -0.139 -2.288 0.121 -0.872 -2.130 0.644 0.20
H -1.748 -1.262 2.158 -0.077 -0.831 0.079 0.39
H 2.014 0.389 -2.280 -0.568 0.494 -0.027 0.22
H -2.001 0.412 2.147 0.817 -0.802 -0.632 0.40

---

15
Properties=species:S:1:pos:R:3:forces:R:3:nbo_charge:R:1 method="wB97M-V/def2-TZVPD" e_above_lowest_ev=4.875 total_energy_ha=-416.7945 homo_ev=-9.5 spin_multiplicity=1 e_lumo_ev=0.220
O -2.329 -1.158 -1.260 -0.481 -2.532 -0.591 -0.62
N -2.735 -0.397 -0.133 -6.254 -4.227 -3.473 -0.13
N 1.779 0.876 1.348 -2.248 -1.785 -1.998 -0.40
C -0.377 0.245 0.260 1.286 -1.460 -0.110 -0.15
C 1.728 -0.200 -0.802 3.409 -0.869 -1.212 -0.26
C -1.874 0.181 0.435 6.177 6.183 4.603 0.07
C 0.388 -0.348 -0.873 -1.548 3.334 4.123 -0.14
C 2.445 0.337 0.269 -13.839 -1.140 0.380 0.05
C 0.386 0.748 1.334 2.384 0.752 1.310 0.00
H -2.162 1.025 1.261 0.091 -2.463 -1.769 0.20
H 3.251 0.613 0.515 12.585 2.435 1.086 0.18
H -0.197 -0.477 -1.711 -0.600 -1.170 -1.830 0.24
H -2.879 -2.056 -1.420 1.242 3.515 1.338 0.50
H 0.169 1.135 2.387 -1.421 -0.583 -1.861 0.23
H 2.408 -0.523 -1.609 -0.782 0.009 0.003 0.22

---

15
Properties=species:S:1:pos:R:3:forces:R:3:nbo_charge:R:1 method="wB97M-V/def2-TZVPD" e_above_lowest_ev=3.222 smiles="C1=CO[C@]2(C=CN=N2)C1" total_energy_ha=-416.8553 homo_ev=-8.8 spin_multiplicity=1 e_lumo_ev=-0.165
O 0.114 1.564 0.784 -0.211 0.356 0.329 -0.48
N -1.562 1.149 -0.951 -0.811 -0.649 1.647 -0.11
N -2.672 0.652 -0.675 -1.698 1.729 -2.642 -0.16
C -1.477 -0.265 0.911 -2.181 1.279 -0.017 -0.17
C -2.746 -0.112 0.480 4.464 -0.006 0.234 -0.08
C 1.611 0.542 -0.525 0.836 -0.189 0.019 -0.30
C 0.362 -0.212 -0.778 -0.357 -2.312 2.756 -0.43
C 1.432 1.536 0.346 -1.538 -2.495 -1.389 0.14
C -0.645 0.570 0.063 1.745 0.897 0.065 0.26
H -1.098 -0.667 1.784 0.537 -1.086 1.496 0.22
H 2.139 2.192 0.756 0.433 1.005 0.557 0.21
H -0.029 -0.031 -1.696 -0.367 -0.195 -3.376 0.24
H 2.485 0.232 -1.064 0.517 0.355 0.180 0.23
H 0.257 -1.362 -0.526 0.890 2.230 -0.563 0.22
H -3.631 -0.458 0.845 -2.259 -0.920 0.704 0.21

---

15
Properties=species:S:1:pos:R:3:forces:R:3:nbo_charge:R:1 method="wB97M-V/def2-TZVPD" e_above_lowest_ev=5.093 smiles="O/N=C/c1ccccn1" total_energy_ha=-416.7865 homo_ev=-8.8 spin_multiplicity=1 e_lumo_ev=0.684
O -3.483 -0.021 0.095 -9.979 1.617 1.980 -0.50
N 0.656 -1.259 -0.107 4.449 -0.586 -0.494 -0.43
N -2.345 0.464 -0.062 5.449 -0.048 -0.849 -0.12
C 0.658 1.127 -0.220 1.393 1.878 1.713 -0.25
C 2.065 -1.058 0.012 -0.621 -4.204 -1.144 0.01
C 2.073 1.308 0.120 -3.534 -5.233 -2.148 -0.16
C -1.541 -0.498 0.108 5.000 -1.362 -0.483 0.00
C 2.801 0.077 0.102 0.746 0.215 1.761 -0.28
C -0.041 -0.203 -0.329 -0.591 2.588 3.549 0.17
H -1.608 -1.706 0.633 -0.452 3.984 -2.004 0.23
H 3.863 -0.163 0.501 -1.666 1.198 -1.188 0.23
H 2.709 -2.050 -0.034 -1.772 1.909 0.436 0.19
H -4.111 0.803 0.258 1.455 -2.640 -0.589 0.47
H 2.559 2.186 0.306 0.597 2.444 0.452 0.21
H 0.191 2.142 -0.005 -0.475 -1.759 -0.992 0.23

---

16
Properties=species:S:1:pos:R:3:forces:R:3:nbo_charge:R:1 method="wB97M-V/def2-TZVPD" e_above_lowest_ev=2.843 smiles="O=c1cc[nH]c(=O)[nH]1.C#C" total_energy_ha=-492.1390 homo_ev=-9.4 spin_multiplicity=1 e_lumo_ev=0.506
O -1.924 0.295 -1.191 0.986 0.717 -0.210 -0.61
O 2.130 -1.731 -0.336 -0.830 0.201 -0.103 -0.58
N -0.263 1.512 -0.134 -1.255 -0.644 -0.786 -0.62
N 0.131 -0.694 -0.886 0.492 1.129 -1.008 -0.66
C 1.431 -0.734 -0.304 0.232 -0.640 -0.821 0.65
C -0.794 0.355 -0.752 0.568 0.706 -1.232 0.83
C -1.392 -1.695 0.489 -1.754 -1.011 2.267 -0.25
C 1.023 1.573 0.295 0.670 -0.604 -0.105 0.08
C -1.890 -0.802 1.153 0.478 -2.273 -0.094 -0.26
C 1.881 0.534 0.231 -0.788 0.779 0.501 -0.40
H -0.301 -1.506 -1.363 1.134 1.018 0.335 0.44
H -2.324 -0.015 1.740 0.152 -0.266 -0.287 0.24
H 2.868 0.621 0.661 -0.024 -0.164 -0.184 0.25
H -0.859 2.344 -0.193 0.449 -0.704 0.133 0.43
H -1.038 -2.577 -0.090 -0.695 1.224 1.315 0.24
H 1.322 2.520 0.681 0.184 0.532 0.281 0.21

---

17
Properties=species:S:1:pos:R:3:forces:R:3:nbo_charge:R:1 method="wB97M-V/def2-TZVPD" e_above_lowest_ev=4.542 total_energy_ha=-567.2763 homo_ev=-9.6 spin_multiplicity=1 e_lumo_ev=-0.195
O 1.956 -3.005 -0.110 0.242 0.032 0.385 -0.54
O -2.264 0.570 1.428 3.724 -1.430 1.399 -0.71
O 4.192 2.216 -0.395 0.619 2.713 -0.415 -0.44
N 3.661 -0.010 0.036 -2.884 -3.077 0.647 -0.39
N 2.385 -0.688 0.405 0.557 1.477 0.600 -0.28
C -0.172 -0.003 0.384 -1.675 1.548 0.745 -0.28
C 3.809 1.176 -0.150 -0.543 -1.515 0.164 0.85
C -2.227 0.298 -0.938 -2.416 2.251 0.856 -0.62
C -1.685 -0.200 0.383 -1.316 -1.163 -0.729 0.07
C 0.793 -0.862 0.498 2.428 1.302 -0.561 0.17
C 1.825 -1.880 0.259 0.204 -1.149 -1.087 0.64
H -3.061 0.912 1.168 -3.068 1.209 -1.146 0.47
H -2.100 -1.248 0.403 1.215 0.545 0.688 0.18
H 0.055 1.102 0.404 0.054 -1.316 -0.133 0.25
H -1.936 1.324 -1.019 0.597 0.944 -0.208 0.20
H -1.840 -0.172 -1.784 0.274 -1.164 -1.315 0.23
H -3.391 0.469 -0.970 1.987 -1.207 0.111 0.21

---

18
Properties=species:S:1:pos:R:3:forces:R:3:nbo_charge:R:1 method="wB97M-V/def2-TZVPD" e_above_lowest_ev=6.353 total_energy_ha=-642.4449 homo_ev="-8.6 / -8.6" spin_multiplicity=1 e_lumo_ev="-1.751 / -0.752"
O -1.255 2.613 -0.184 -0.147 0.159 -0.069 -0.43
O -1.974 1.349 1.433 0.074 0.012 -0.118 -0.37
O 0.066 4.988 1.105 -0.577 1.585 -0.532 -0.51
O 0.839 2.919 1.700 0.623 -1.492 0.386 -0.53
N -1.341 1.529 0.403 -0.635 1.185 0.257 0.43
N 0.958 -3.157 -0.245 0.403 -0.258 0.109 -0.81
C 0.654 -0.977 -1.405 -0.287 -0.074 0.526 -0.16
C -0.658 0.508 -0.168 0.988 -7.271 2.696 0.15
C 0.147 0.284 -1.266 0.214 0.513 -0.441 -0.28
C 0.195 -1.953 -0.385 -0.400 -0.090 -0.323 -0.23
C 0.433 3.941 1.377 0.070 -0.002 0.242 1.04
C -0.514 -1.326 0.702 -0.093 5.976 -2.436 -0.04
H 0.687 -3.677 0.580 0.082 0.025 -0.112 0.37
H 1.950 -2.961 -0.198 -0.081 0.003 0.106 0.37
H 1.297 -1.300 -2.202 0.063 -0.021 -0.215 0.23
H -1.048 -1.625 1.572 -0.263 -0.293 0.350 0.22
H -0.799 -2.233 -0.853 -0.055 -0.030 -0.318 0.31
H 0.364 1.077 -1.966 0.022 0.074 -0.107 0.25

---

18
Properties=species:S:1:pos:R:3:forces:R:3:nbo_charge:R:1 method="wB97M-V/def2-TZVPD" e_above_lowest_ev=3.180 smiles="N[C@@H]1C=CC([N+](=O)[O-])=C1.O=C=O" total_energy_ha=-642.5615 homo_ev="-9.1 / -9.1" spin_multiplicity=1 e_lumo_ev="-0.909 / -0.908"
O 1.688 -0.175 2.419 1.229 -2.327 -0.879 -0.52
O -2.362 -2.159 2.320 -0.633 -1.230 0.713 -0.38
O 0.945 1.706 3.451 -0.452 1.870 1.506 -0.50
O -2.929 -0.239 3.122 -0.439 0.560 0.500 -0.37
N 1.314 -0.276 -0.902 -0.862 -1.663 -2.351 -0.81
N -2.367 -0.953 2.334 0.663 -0.428 -0.929 0.51
C -0.069 -0.188 -0.490 -0.438 2.058 -1.694 -0.15
C -0.397 1.147 0.129 -1.456 -0.945 0.989 -0.17
C -0.700 -1.195 0.382 -3.968 2.716 2.775 -0.11
C -1.565 -0.384 1.299 3.278 -2.176 -3.251 0.02
C 1.366 0.749 3.000 -0.756 0.484 -0.632 1.03
C -1.338 1.027 1.091 1.013 -0.513 -0.723 -0.26
H -0.765 -0.127 -1.526 1.603 -0.376 2.416 0.27
H -0.031 2.118 -0.021 0.934 0.850 -1.112 0.23
H 1.388 -1.183 -1.387 0.363 0.709 0.077 0.35
H 2.024 -0.291 -0.219 0.336 0.188 1.466 0.38
H -0.753 -2.261 0.157 0.071 0.380 0.529 0.24
H -1.712 1.902 1.579 -0.485 -0.156 0.603 0.25

---

16
Properties=species:S:1:pos:R:3:forces:R:3:nbo_charge:R:1 method="wB97M-V/def2-TZVPD" e_above_lowest_ev=4.034 total_energy_ha=-1137.9350 homo_ev=-8.9 spin_multiplicity=1 e_lumo_ev=-0.978
S -1.653 -1.366 -0.472 -1.249 1.365 2.005 0.32
S 1.628 -1.267 -0.392 -0.464 -0.931 -0.280 0.35
N 1.833 2.420 -0.057 0.039 0.042 -0.008 -0.24
N -1.794 2.495 -0.580 1.770 -2.810 1.091 -0.30
C 1.260 1.425 -0.120 0.943 0.783 0.039 0.22
C -1.249 1.497 -0.258 -2.111 -0.095 -0.303 0.22
C -3.247 -0.773 0.385 -1.959 2.340 -3.408 -0.78
C 3.312 -0.818 0.056 0.836 0.763 -0.861 -0.78
C 0.668 0.158 -0.183 -2.278 -1.810 1.399 -0.28
C -0.725 0.046 0.039 2.218 3.357 -2.822 -0.25
H 3.876 -1.814 0.300 -0.986 2.054 -0.749 0.26
H 3.704 -0.192 -0.889 -0.227 -1.540 2.545 0.25
H -3.321 -0.794 1.522 0.116 -0.717 -1.740 0.24
H 3.210 -0.195 0.981 0.639 -0.451 -0.876 0.24
H -3.232 0.570 0.083 -0.547 -4.471 0.836 0.26
H -4.271 -1.394 -0.414 3.260 2.121 3.133 0.26